No. 1
Here is a molecular structure, C5H6N2O at a distorted geometry from the OMol25 dataset. Energies are from the ωB97M-V functional and the def2-TZVPD basis.

Summary:
**Electronic energy**: -378.63226 hartree
**Multiplicity**: 1
**Relative energy (zero: lowest compared OMol25 entry of this formula, charge and spin)**: 149.8 kcal per mole
**Lowest unoccupied orbital energy**: 0.633 eV

Each line ends with the Mulliken charge.
Atoms and positions in Å:
C (-1.125926, 0.884995, -0.395808)  0.425
C (-0.027224, -0.003290, -1.145628)  0.097
C (-0.825069, 0.032892, 0.634368)  -0.280
C (0.684360, 0.407749, 1.012496)  -0.130
C (1.172504, 0.125684, -0.395648)  -0.787
H (-0.095184, -0.376294, -2.235746)  0.390
H (-1.944742, -1.151299, -0.537982)  0.321
H (-1.436145, -0.264090, 1.492081)  0.475
H (1.111745, 1.047132, 1.844876)  0.382
H (2.481594, -0.827657, 0.905983)  0.292
H (1.798966, 0.779752, -0.766546)  0.468
N (-0.853160, -1.135370, -0.423974)  -0.536
N (1.303701, -0.924458, 0.772557)  -0.475
O (-2.245421, 1.404255, -0.761029)  -0.641

Force components x, y, z for each atom (eV/Å):
-6.27 2.68 -6.10
-4.86 -2.53 -4.79
0.56 -2.83 7.06
-0.40 -2.88 -0.49
-1.79 -2.40 4.77
0.75 1.77 1.32
2.70 0.33 -0.88
-0.22 0.86 -0.11
-1.09 -0.51 -1.44
-4.06 -0.32 0.12
4.28 2.35 -1.71
-0.43 2.72 2.18
5.81 2.01 -1.32
5.01 -1.23 1.37

No. 2
Here is a single C5H6N2O molecule at a distorted geometry from the OMol25 dataset. Energies are from the ωB97M-V functional and the def2-TZVPD basis.

Summary:
**Electronic energy**: -378.72592 hartree
**Multiplicity**: 1
**Relative energy (zero: lowest compared OMol25 entry of this formula, charge and spin)**: 91.0 kcal per mole
**SMILES string**: N#CC(=O)[C@@H]1CCN1
**Lowest unoccupied orbital energy**: -0.937 eV

Each line ends with the Mulliken charge.
Atoms and positions in Å:
N (1.725260, 0.991392, -2.012612)  -0.414
C (0.540455, 0.597618, -1.752416)  0.203
C (-0.407156, -0.101093, -1.035280)  0.322
O (-1.509009, -0.390466, -1.492093)  -0.508
C (0.209791, -0.616434, 0.365952)  0.479
C (-0.837471, -0.980312, 1.450358)  -0.711
C (-0.162414, 0.239149, 2.225082)  -0.426
N (0.636035, 0.528041, 1.142317)  -0.414
H (1.118327, -1.394254, 0.339819)  0.274
H (-2.000930, -1.040257, 1.126900)  0.223
H (-0.734643, -1.843481, 2.056991)  0.278
H (-0.961235, 1.002259, 2.553764)  0.185
H (0.511618, 0.099829, 3.117739)  0.285
H (1.550640, 0.830029, 1.311416)  0.224

Force components x, y, z for each atom (eV/Å):
-9.86 -3.03 1.72
12.49 4.94 -3.09
-2.92 -3.58 1.39
1.58 0.54 1.26
1.56 -1.19 -0.43
-1.78 1.00 0.12
-3.11 0.60 3.21
-0.76 1.12 -2.55
-2.15 1.27 -1.04
2.83 0.97 0.68
0.64 -1.29 -0.13
1.24 -0.59 -0.52
-1.20 -0.78 -0.30
1.45 0.01 -0.33

No. 3
Here is a single C5H6N2O molecule at a distorted geometry from the OMol25 dataset. Energies are from the ωB97M-V functional and the def2-TZVPD basis.

Summary:
**Electronic energy**: -378.67417 hartree
**Multiplicity**: 1
**Relative energy (zero: lowest compared OMol25 entry of this formula, charge and spin)**: 123.5 kcal per mole
**SMILES string**: C#C/C(=N\O)N1CC1
**Lowest unoccupied orbital energy**: 0.855 eV

Each line ends with the Mulliken charge.
Atoms and positions in Å:
C (-2.643918, -1.589533, 0.017080)  0.273
C (-1.670052, -0.900282, -0.042490)  -0.564
C (-0.435942, -0.061007, 0.045351)  0.332
N (-0.546994, 1.236683, -0.031143)  -0.329
O (-1.876258, 1.727196, 0.015576)  -0.391
N (0.687973, -0.695935, -0.023210)  -0.395
C (1.809719, -0.101233, -0.747597)  -0.262
C (1.830244, -0.146471, 0.723422)  -0.457
H (-3.482099, -2.213635, -0.015531)  0.443
H (-1.652221, 2.675000, -0.021438)  0.378
H (2.426660, -0.854888, -1.328709)  0.218
H (1.484903, 0.866898, -1.170405)  0.276
H (2.497964, -0.733114, 1.358223)  0.239
H (1.570018, 0.790318, 1.220865)  0.240

Force components x, y, z for each atom (eV/Å):
0.30 0.16 -0.25
1.40 0.96 0.80
-7.01 3.29 -1.08
-0.02 -1.26 0.60
1.42 0.08 -0.17
4.96 -3.40 0.48
0.39 -0.20 -0.75
0.06 1.19 0.69
-0.62 -0.41 0.05
-0.57 -0.43 0.03
-0.90 1.26 0.61
0.85 -0.63 -0.13
-0.40 -0.54 -0.64
0.15 -0.08 -0.23